(1)
Entry from OMol25: a 2-piece molecular cluster, C32H57FN3OS overall (ωB97M-V with the def2-TZVPD basis set).

E_LUMO: -3.2 eV
Total charge: +1
Multiplicity: 1
HOMO-LUMO gap: 8.26 eV

Atoms and positions in Å:
C -5.1139 3.1192 -1.1020
C -3.5851 3.5649 -1.4882
C -3.4089 5.1653 -1.2598
C -2.3031 5.4128 -0.1037
C -0.7862 5.2679 -0.6732
C -0.1453 3.8253 -0.3905
C 0.1216 3.6290 1.2082
C -0.7705 2.4106 1.8270
C -0.0540 1.0068 1.3774
C 0.3516 0.0891 2.6319
C 1.2783 -1.1862 2.2800
C 1.2201 -1.4101 0.7029
C 2.3147 -1.1117 -0.3387
C 3.7809 -0.5046 -0.1740
C 3.8615 0.8818 0.6364
C 4.3033 0.7424 2.1827
C 3.4187 1.6892 3.1657
C 3.2835 1.0658 4.6706
C 2.2331 1.9930 5.4583
C 1.3956 1.2520 6.6133
C 0.5827 -0.0481 6.1463
O -0.7932 0.2050 5.7620
C -1.5651 -1.0287 5.7167
N 1.5784 -1.5255 -1.5571
F 2.1451 -1.4037 -2.7738
C 0.2322 -1.9977 -1.2678
C -0.9065 -2.5065 -2.2642
C -2.2600 -1.6004 -2.0847
C -0.5157 -2.3981 -3.8312
C -1.8009 -2.9603 -4.6604
N -0.0194 -1.9664 0.1588
S -1.3926 -2.4394 1.0988
H -5.0893 2.8695 0.0149
H -5.3203 2.1743 -1.7166
H -5.8475 3.9608 -1.3669
H -2.9124 2.9534 -0.7766
H -3.3663 3.3496 -2.5910
H -3.1007 5.7309 -2.2066
H -4.4293 5.5271 -0.8459
H -2.4030 4.6918 0.7846
H -2.4963 6.4796 0.3045
H -0.8395 5.5050 -1.7908
H -0.1611 6.1158 -0.1942
H -0.7472 2.9494 -0.8414
H 0.8701 3.8072 -0.9524
H 0.0072 4.5989 1.8029
H 1.2418 3.3369 1.2873
H -1.8629 2.4669 1.4470
H -0.7186 2.4463 2.9682
H 0.8155 1.3111 0.7011
H -0.8293 0.4550 0.7278
H 0.7692 0.7805 3.4373
H -0.6353 -0.3376 3.0629
H 2.3243 -1.0204 2.7040
H 0.8413 -2.1017 2.8268
H 4.5477 -1.2507 0.2650
H 4.1605 -0.2855 -1.2435
H 4.6804 1.5223 0.1239
H 2.9107 1.5143 0.6095
H 5.3952 1.1227 2.2643
H 4.3271 -0.3450 2.5675
H 2.3914 1.9563 2.7230
H 4.0101 2.6751 3.3166
H 3.0031 -0.0401 4.6101
H 4.3023 1.1297 5.1887
H 1.4766 2.4062 4.6955
H 2.7322 2.9114 5.9572
H 0.5990 2.0152 6.9737
H 2.0075 0.9929 7.5520
H 0.5388 -0.7531 7.0685
H 1.0727 -0.6563 5.3093
H -2.5456 -0.9658 6.3132
H -0.9919 -1.9333 6.1458
H -1.8627 -1.3280 4.6387
H -1.1359 -3.6217 -2.0600
H -2.1891 -0.9268 -1.1445
H -2.4379 -0.8964 -2.9631
H -3.1075 -2.3354 -1.8768
H -0.4189 -1.2874 -4.1491
H 0.4401 -2.9760 -4.0888
H -2.6222 -2.1524 -4.7579
H -1.5051 -3.2644 -5.7196
H -2.2888 -3.8113 -4.0517
H -1.3284 -3.8191 1.2693
N -0.7446 -5.0790 -7.5926
C 0.5474 -5.0776 -7.2242
C 1.3135 -6.2244 -7.0925
C 0.7130 -7.4481 -7.3515
C -0.6208 -7.4796 -7.7319
C -1.3002 -6.2767 -7.8388
H 0.9713 -4.0973 -7.0296
H 2.3529 -6.1628 -6.7946
H 1.2792 -8.3684 -7.2582
H -1.1211 -8.4168 -7.9413
H -2.3435 -6.2494 -8.1366

---

(2)
Entry from OMol25: a 7-piece molecular cluster, C5H24N2O7 overall (ωB97M-V with the def2-TZVPD basis set).

E_LUMO: 0.2 eV
Structure (SMILES): CNC[C@@H](N)CC=O.O.O.O.O.O.O
Multiplicity: 1
Energy above the lowest of the compared OMol25 structures with the same formula, charge and spin: 182.2 kJ/mol
HOMO-LUMO gap: 9.41 eV

Atoms and positions in Å:
N -1.7718 -0.4466 -2.4877
C -1.6769 0.0735 -1.0974
C -1.4132 -1.0623 -0.0702
C -2.6609 -1.8472 0.1624
O -3.4426 -2.0955 -0.7380
C -0.5896 1.1719 -1.1152
N -0.5044 1.7636 0.2457
C -0.0722 3.1893 0.1653
H -0.9580 -1.0039 -2.7461
H -2.6013 -1.1143 -2.5477
H -2.6444 0.5390 -0.8522
H -1.0960 -0.6458 0.9018
H -0.6061 -1.7225 -0.4676
H -2.8651 -2.2899 1.2092
H 0.3881 0.8095 -1.4530
H -0.8662 1.9678 -1.8627
H 0.1529 1.2608 0.7787
H -0.8363 3.7771 -0.3353
H -0.0210 3.5992 1.1888
H 0.9091 3.3629 -0.3149
H 3.9529 -0.5157 -3.3664
H 2.6809 -0.1424 -4.1491
O 3.0443 -0.7000 -3.4664
H 2.2878 -1.1703 -1.9813
H 0.8960 -0.9028 -1.3763
O 1.7712 -1.3251 -1.1991
H 2.4758 -1.5823 2.4743
H 1.7829 -2.8975 2.8457
O 1.9720 -2.0130 3.1437
H -2.2697 1.3205 3.2083
H -1.9354 1.1993 1.6723
O -2.0403 0.6900 2.5282
H -0.3603 0.2906 2.6874
H 0.9650 -0.6099 2.9983
O 0.6080 0.2177 2.5461
H 1.9939 0.1021 1.4628
H 2.5351 -0.7752 0.2700
O 2.8157 -0.4723 1.1375

---

(3)
Entry from OMol25: C5H8O2 as an isolated structure (ωB97M-V with the def2-TZVPD basis set).

E_LUMO: 1.0 eV
Multiplicity: 1
Energy above the lowest of the compared OMol25 structures with the same formula, charge and spin: 316.8 kJ/mol
HOMO-LUMO gap: 10.64 eV

Atoms and positions in Å:
O 2.5399 0.4952 1.0462
C 1.8814 0.0391 -0.1220
C 0.4377 -0.2020 0.2485
O -0.2963 0.9544 0.6938
C -1.4800 0.1911 0.4559
C -1.8403 0.2429 -0.9687
C -0.7662 -0.7352 -0.5172
H 1.9924 1.2023 1.4163
H 2.0551 0.7140 -0.9695
H 2.3127 -0.9379 -0.3664
H 0.4960 -0.8586 1.1333
H -1.9568 -0.1594 1.3603
H -1.6894 1.1532 -1.5426
H -2.7493 -0.3017 -1.2215
H -0.9366 -1.7976 -0.6465

---

(4)
Entry from OMol25: a 2-piece molecular cluster, C3H4F3N overall (ωB97M-V with the def2-TZVPD basis set).

E_LUMO: 0.9 eV
Multiplicity: 1
Energy above the lowest of the compared OMol25 structures with the same formula, charge and spin: 254.7 kJ/mol
HOMO-LUMO gap: 10.39 eV

Atoms and positions in Å:
C 0.2381 2.1466 -0.2600
C -0.9111 2.7046 -0.4802
C 0.0467 -2.0536 0.4122
N 0.5645 -3.2340 0.8729
F -2.1283 2.0679 -0.3900
F -1.1584 3.8721 -1.0221
F 0.2060 -1.8482 -0.9137
H 0.3167 1.2389 0.2763
H 1.1681 2.5896 -0.6269
H 0.5635 -3.5009 1.7807
H 1.0942 -3.9829 0.3508

---

(5)
Entry from OMol25: ClIO2S as an isolated structure (ωB97M-V with the def2-TZVPD basis set).

E_LUMO: -2.0 eV
Multiplicity: 1
Energy above the lowest of the compared OMol25 structures with the same formula, charge and spin: 16.9 kJ/mol
HOMO-LUMO gap: 8.39 eV

Atoms and positions in Å:
O 2.1130 0.9133 0.4165
O 0.3294 0.8977 -1.1318
S 0.6914 0.9151 0.2476
Cl -2.5191 -0.7865 -0.1104
I -0.6147 -1.9396 0.5781

---

(6)
Entry from OMol25: C33H25N11Pb as an isolated structure (ωB97M-V with the def2-TZVPD basis set).

E_LUMO (spin up / spin down): -11.9 / -13.3 eV
Total charge: +4
Multiplicity: 1
Energy above the lowest of the compared OMol25 structures with the same formula, charge and spin: 34.0 kJ/mol
HOMO-LUMO gap (spin up / spin down): 6.01 / 4.57 eV

Atoms and positions in Å:
Pb -0.0533 0.0881 -0.1567
C 4.4885 1.4202 0.6637
C 3.3180 0.9397 0.0695
N 2.2781 0.5935 0.8094
C 2.3559 0.6803 2.1443
C 3.4918 1.2891 2.7069
N 4.5089 1.6341 1.9571
C 1.2900 0.0552 2.9468
C 1.4724 -0.1969 4.3086
C 0.4725 -0.8615 5.0199
C -0.6485 -1.3065 4.3158
C -0.7507 -1.0374 2.9496
N 0.1900 -0.3430 2.3026
C -1.8553 -1.5846 2.1421
C -2.9604 -2.2551 2.6968
N -3.8156 -2.8909 1.9352
C -3.6670 -2.8998 0.6316
C -2.6426 -2.1467 0.0516
N -1.7629 -1.5082 0.8065
C 0.5792 -1.0637 6.4810
C -0.5405 -0.8060 7.2759
C -0.4161 -0.9454 8.6561
N 0.7245 -1.3190 9.1544
C 1.7994 -1.5788 8.4727
C 1.7761 -1.4570 7.0832
H 5.3894 1.6349 0.1072
H 3.2385 0.8054 -0.9975
H 3.5913 1.5121 3.7591
H 2.3788 0.1052 4.8088
H -1.3997 -1.8942 4.8195
H -3.1675 -2.2902 3.7566
H -4.3530 -3.5049 0.0565
H -2.5161 -2.0916 -1.0186
H -1.4768 -0.4760 6.8541
H -1.2358 -0.7488 9.3367
H 2.6868 -1.8828 9.0160
H 2.6621 -1.6927 6.5134
N -2.1184 4.1380 0.2089
C -3.2188 3.3491 0.0823
C -2.7556 2.0688 0.0135
N -1.3866 2.0808 0.1001
C -1.0379 3.3559 0.2151
H -2.1322 5.1473 0.2773
H -4.2196 3.7353 0.0445
H -3.3132 1.1606 -0.0909
H -0.0323 3.7172 0.2996
N 0.7396 -0.8992 -7.9369
C 0.4808 -0.4734 -9.2197
C 0.7443 -1.0018 -10.4655
C 0.2422 -0.3297 -11.5906
C -0.6149 0.7678 -11.4686
C -0.9217 1.2866 -10.2269
C -0.4232 0.6324 -9.0775
N -0.6725 0.7972 -7.7800
C 0.0516 -0.0899 -7.0979
C 0.0329 -0.1366 -5.6476
C -0.7187 0.8208 -4.9530
C -0.7241 0.8047 -3.5717
N -0.0493 -0.0923 -2.8517
C 0.6553 -1.0136 -3.5068
C 0.7313 -1.0809 -4.8884
H 1.3721 -1.6484 -7.6910
H 1.2397 -1.9580 -10.5831
H 0.5158 -0.6772 -12.5776
H -0.9918 1.2499 -12.3597
H -1.4523 2.2249 -10.1264
H -1.2838 1.5558 -5.5025
H -1.2947 1.5352 -3.0159
H 1.1858 -1.7405 -2.9068
H 1.3199 -1.8581 -5.3502

---

(7)
Entry from OMol25: C3H4O2Sn as an isolated structure (ωB97M-V with the def2-TZVPD basis set).

E_LUMO (spin up / spin down): -0.3 / -0.6 eV
Multiplicity: 1
Energy above the lowest of the compared OMol25 structures with the same formula, charge and spin: 752.5 kJ/mol
HOMO-LUMO gap (spin up / spin down): 6.86 / 6.19 eV

Atoms and positions in Å:
C 0.1065 1.1452 1.9113
O -0.4988 0.5629 -1.3057
C -0.3221 -0.7377 -0.6940
C 0.5647 -0.6007 0.4269
O -0.3697 -0.1360 1.4314
Sn -1.6910 1.1275 0.4535
H -0.6902 0.4828 -2.2434
H -0.0876 -1.5146 -1.4260
H 1.5761 -0.4367 0.0104
H 1.4123 0.1072 1.4356

---

(8)
Entry from OMol25: a 3-piece molecular cluster, C4H9N3O overall (ωB97M-V with the def2-TZVPD basis set).

E_LUMO: 0.8 eV
Structure (SMILES): C=CC(C)=O.N#N.N
Multiplicity: 1
Energy above the lowest of the compared OMol25 structures with the same formula, charge and spin: 91.7 kJ/mol
HOMO-LUMO gap: 10.22 eV

Atoms and positions in Å:
C 1.0722 -0.0978 1.6259
C 0.8693 -0.6719 0.2485
N 0.4815 1.6194 -0.9515
O 1.7776 -0.9215 -0.5126
H 1.1382 1.0780 -1.5078
H 0.9567 2.4595 -0.6338
H 0.8498 -0.8465 2.3858
H 0.3840 0.7373 1.7492
H 2.0967 0.2453 1.7438
C -0.5414 -1.3012 0.0448
C -1.0171 -1.5313 -1.1738
N -2.0937 0.6347 0.8181
N -2.1499 1.5139 0.1507
H -0.3158 1.9030 -1.5355
H -1.0457 -1.6364 0.9410
H -0.5037 -1.1553 -2.0464
H -1.9586 -2.0292 -1.3463

---

(9)
Entry from OMol25: a 12-piece molecular cluster, H25O12 overall (ωB97M-V with the def2-TZVPD basis set).

E_LUMO: -3.1 eV
Total charge: +1
Multiplicity: 1
Energy above the lowest of the compared OMol25 structures with the same formula, charge and spin: 301.6 kJ/mol
HOMO-LUMO gap: 9.91 eV

Atoms and positions in Å:
O 3.1698 0.1888 1.2580
H 0.4449 2.2815 -1.5805
H 1.1821 -0.6317 -0.6360
O -3.3666 -0.4367 3.0586
H -2.7186 -0.8491 2.4898
H -2.9500 0.3600 3.4207
O -0.8072 -2.0274 3.5551
H 1.7296 0.4767 -1.2697
O 0.2912 -1.6117 1.0449
H -0.8908 -1.6701 4.4491
H -0.6244 -1.4171 1.3059
O 0.1082 -1.2651 -3.6522
H 0.7018 -1.6469 -2.9917
H 0.3583 -1.5466 -4.5271
O 0.8608 -2.7332 -1.5496
H -3.9521 0.9516 0.8646
H 1.3985 -3.3208 -1.0146
O 0.9819 2.7311 2.6590
H 1.0713 3.4241 2.0007
H 2.8684 0.6624 2.0561
O 2.0989 0.9251 -2.7020
H 1.1206 3.0067 3.5896
H 1.1427 1.0600 -3.0303
O 1.2872 0.3320 -0.3370
H -1.1777 -2.8834 3.3629
H 2.0304 0.3152 0.4685
O 0.0575 2.3229 -2.4534
H -0.0265 3.1492 -2.9152
H 0.2758 -3.3689 -1.9813
O -4.1745 1.7558 0.4128
H 0.4302 -2.1358 1.8917
H 3.6309 -0.6391 1.1790
O -1.8205 0.8917 -1.5643
H 2.8974 1.1409 -3.1671
H -1.3984 0.2553 -2.1663
H -4.1082 1.7978 -0.5331
H -2.1229 0.1549 -0.9957

---

(10)
Entry from OMol25: one molecule with the formula C9H15F5O8P2S (ωB97M-V with the def2-TZVPD basis set).

E_LUMO: -1.0 eV
Structure (SMILES): O=C(O)CCCO[P@](=O)(OCCCC(F)(F)C(F)(F)F)OP(O)(O)=S
Multiplicity: 1
HOMO-LUMO gap: 8.89 eV

Atoms and positions in Å:
O 5.9300 3.4611 0.2967
C 4.8320 3.0386 -0.3790
O 4.6991 3.1410 -1.8656
C 3.5333 2.3722 0.4305
C 3.3328 0.7723 -0.0083
C 3.1628 -0.1418 1.3640
O 1.7906 -0.1853 1.8913
P 0.7230 -1.0774 0.7863
O 0.0207 0.0730 -0.0989
O -0.4165 -1.9114 1.8360
C -1.7445 -2.0198 1.2153
C -2.7028 -0.6770 1.4430
C -3.3520 -0.3655 -0.0667
C -4.7397 0.5053 -0.0114
F -5.5369 0.1187 -1.2354
F -5.6113 0.2186 1.1511
C -4.5133 2.1441 -0.1520
F -3.0825 2.5149 -0.3199
F -5.1109 2.7586 1.0835
F -5.2499 2.6478 -1.3709
O 1.7096 -2.1358 -0.1816
P 0.7980 -2.9553 -1.4172
O 2.0008 -3.5943 -2.5583
O -0.2537 -1.9386 -2.3611
S -0.0996 -4.5664 -0.6964
H 3.9886 3.8480 -2.0255
H 3.7425 2.5104 1.5752
H 2.5975 3.0350 0.1729
H 4.3439 0.4634 -0.5468
H 2.4767 0.6199 -0.7914
H 3.6746 -1.2160 1.2669
H 3.8148 0.4198 2.1914
H -1.7458 -2.3248 0.0858
H -2.3114 -2.8946 1.7966
H -3.5246 -0.8374 2.2615
H -1.9718 0.2347 1.6859
H -2.5302 0.0544 -0.7862
H -3.6536 -1.4409 -0.4880
H 2.1453 -2.8297 -3.2151
H -1.1654 -1.8397 -1.9580

---

(11)
Entry from OMol25: a 2-piece molecular cluster, C4H11N2O2 overall (ωB97M-V with the def2-TZVPD basis set).

E_LUMO: -3.3 eV
Total charge: +1
Multiplicity: 1
Energy above the lowest of the compared OMol25 structures with the same formula, charge and spin: 136.2 kJ/mol
HOMO-LUMO gap: 9.47 eV

Atoms and positions in Å:
O 1.1534 0.5564 -0.6026
C 1.8606 -0.3359 -0.1936
O 1.5730 -1.6622 -0.4774
C 3.0636 -0.2845 0.6729
H 1.2471 -1.6145 -1.3903
H 3.9010 -0.8785 0.2549
H 2.8133 -0.5926 1.7024
H 3.4334 0.7627 0.6461
C -1.8386 1.1688 0.3973
C -2.0132 -0.1127 -0.0378
N -1.0505 -0.9293 -0.7583
N -2.8576 1.8835 0.9993
H -0.8894 1.6956 0.3421
H -3.0120 -0.5581 0.0830
H -1.3907 -1.2922 -1.6691
H -0.2294 -0.2878 -0.9424
H -0.6309 -1.6648 -0.1430
H -3.6152 1.3507 1.4565
H -2.5164 2.6320 1.5790

---

(12)
Entry from OMol25: a 2-piece molecular cluster, C2HN2O2S overall (ωB97M-V with the def2-TZVPD basis set).

E_LUMO: 3.6 eV
Total charge: -1
Multiplicity: 1
Energy above the lowest of the compared OMol25 structures with the same formula, charge and spin: 134.0 kJ/mol
HOMO-LUMO gap: 6.34 eV

Atoms and positions in Å:
C 0.2460 -0.6662 0.8189
C 0.6795 -1.1369 -0.3121
N 0.2261 1.3910 -0.9545
N -0.7929 1.3714 -0.4479
O -1.8785 1.7899 -0.2955
O -0.8608 -0.1397 1.0260
S 1.3102 -2.0410 -1.5278
H 1.0705 -0.5686 1.6928

---

Number 1: largest force on an atom 6.49 eV/A. Number 2: largest force on an atom 3.08 eV/A. Number 3: largest force on an atom 0.75 eV/A. Number 4: largest force on an atom 5.82 eV/A. Number 5: largest force on an atom 1.45 eV/A. Number 6: largest force on an atom 1.86 eV/A. Number 7: largest force on an atom 4.16 eV/A. Number 8: largest force on an atom 2.77 eV/A. Number 9: largest force on an atom 2.85 eV/A. Number 10: largest force on an atom 9.40 eV/A. Number 11: largest force on an atom 2.18 eV/A. Number 12: largest force on an atom 4.49 eV/A.